[1]
{"formula": "C56H60FN4O6PSnTe", "method": "wB97M-V/def2-TZVPD", "species": ["Sn", "C", "C", "N", "C", "C", "C", "O", "O", "C", "O", "C", "C", "C", "F", "C", "C", "C", "N", "C", "C", "N", "C", "C", "H", "H", "H", "H", "H", "H", "H", "H", "H", "H", "H", "H", "H", "H", "H", "H", "H", "H", "O", "C", "C", "C", "C", "C", "C", "C", "P", "C", "C", "C", "C", "C", "C", "C", "C", "C", "C", "C", "C", "H", "H", "H", "H", "H", "H", "H", "H", "H", "H", "H", "H", "H", "H", "C", "O", "H", "H", "H", "C", "C", "O", "N", "Te", "C", "C", "C", "C", "C", "C", "C", "C", "C", "C", "C", "C", "C", "C", "C", "C", "C", "C", "H", "H", "H", "H", "H", "H", "H", "H", "H", "H", "H", "H", "H", "H", "H", "H", "H", "H", "H", "H", "H", "H", "H", "H", "H"], "coordinates": [[-0.666, 1.138, -0.587], [-4.891, -3.255, 4.875], [-3.680, -3.789, 4.126], [-3.398, -3.030, 2.903], [-2.545, -1.971, 2.976], [-2.219, -1.154, 1.950], [-1.193, -0.080, 2.216], [-1.231, 0.493, 3.300], [-0.287, 0.036, 1.313], [-2.846, -1.348, 0.667], [-2.750, -0.584, -0.291], [-3.710, -2.546, 0.576], [-4.268, -2.881, -0.651], [-5.137, -3.927, -0.751], [-5.663, -4.211, -1.977], [-5.536, -4.673, 0.367], [-4.935, -4.370, 1.575], [-4.010, -3.326, 1.698], [-6.522, -5.701, 0.352], [-6.906, -6.382, -0.873], [-8.042, -5.707, -1.634], [-9.196, -5.441, -0.692], [-8.747, -4.686, 0.535], [-7.672, -5.512, 1.222], [-5.056, -3.830, 5.787], [-5.793, -3.313, 4.261], [-4.738, -2.211, 5.150], [-3.804, -4.838, 3.865], [-2.791, -3.725, 4.749], [-2.099, -1.795, 3.948], [-4.028, -2.279, -1.520], [-5.200, -4.973, 2.433], [-7.224, -7.395, -0.601], [-6.055, -6.480, -1.539], [-8.410, -6.341, -2.440], [-7.741, -4.748, -2.045], [-9.597, -6.333, -0.398], [-9.930, -4.927, -1.179], [-9.615, -4.506, 1.167], [-8.340, -3.734, 0.197], [-8.077, -6.494, 1.489], [-7.384, -5.014, 2.143], [2.199, 0.489, -0.237], [2.725, -0.540, -0.195], [3.324, -1.756, -0.180], [4.732, -1.891, 0.065], [5.281, -3.143, 0.123], [4.498, -4.296, -0.045], [3.126, -4.170, -0.289], [2.508, -2.943, -0.377], [0.753, -2.656, -0.794], [0.002, -4.281, -0.400], [-0.367, -4.472, 0.934], [-0.923, -5.672, 1.354], [-1.138, -6.695, 0.436], [-0.792, -6.508, -0.895], [-0.221, -5.310, -1.311], [0.778, -2.661, -2.633], [1.940, -2.599, -3.395], [1.870, -2.512, -4.782], [0.642, -2.488, -5.424], [-0.527, -2.545, -4.672], [-0.457, -2.621, -3.291], [5.338, -1.006, 0.212], [6.342, -3.240, 0.318], [4.953, -5.276, 0.003], [2.525, -5.063, -0.421], [-0.205, -3.669, 1.646], [-1.187, -5.813, 2.395], [-1.562, -7.638, 0.761], [-0.954, -7.303, -1.614], [0.060, -5.181, -2.350], [2.910, -2.626, -2.913], [2.784, -2.467, -5.362], [0.592, -2.417, -6.503], [-1.491, -2.522, -5.166], [-1.371, -2.642, -2.700], [-3.111, 2.790, 0.104], [-1.856, 2.301, 0.493], [-3.666, 2.081, -0.526], [-3.029, 3.732, -0.453], [-3.724, 2.981, 0.992], [1.670, 5.053, -1.189], [1.213, 3.921, -0.298], [0.598, 2.980, -0.898], [1.532, 4.069, 0.971], [0.767, 2.783, 2.274], [0.650, 4.273, 3.768], [-0.620, 4.448, 4.328], [-1.872, 3.765, 3.809], [-0.745, 5.283, 5.435], [0.346, 5.939, 5.981], [0.204, 6.819, 7.194], [1.585, 5.777, 5.368], [1.771, 4.956, 4.265], [3.159, 4.861, 3.676], [2.463, 1.731, 3.037], [3.662, 1.512, 2.343], [4.173, 2.356, 1.200], [4.501, 0.486, 2.775], [4.197, -0.320, 3.859], [5.054, -1.504, 4.215], [3.061, -0.007, 4.595], [2.189, 1.004, 4.212], [1.024, 1.316, 5.126], [1.896, 4.672, -2.183], [2.534, 5.558, -0.762], [0.856, 5.776, -1.275], [-1.819, 3.492, 2.753], [-2.729, 4.426, 3.936], [-2.073, 2.842, 4.359], [-1.727, 5.420, 5.877], [-0.807, 6.776, 7.597], [0.428, 7.859, 6.950], [0.898, 6.512, 7.978], [2.446, 6.309, 5.764], [3.688, 5.800, 3.840], [3.125, 4.670, 2.606], [3.733, 4.065, 4.158], [3.386, 2.852, 0.645], [4.763, 1.749, 0.511], [4.832, 3.132, 1.595], [5.431, 0.321, 2.237], [6.017, -1.464, 3.706], [4.559, -2.430, 3.915], [5.232, -1.559, 5.290], [2.835, -0.573, 5.494], [0.880, 0.505, 5.837], [0.077, 1.441, 4.592], [1.224, 2.233, 5.687]], "lumo_energy_ev": [-3.187, -3.187], "charge": 1, "homo_energy_ev": [-7.4, -9.2], "s_squared": 0.7889, "spin_multiplicity": 2, "max_force_ha_per_bohr": 0.0219}

***

[2]
{"formula": "C4H10N2O2", "method": "wB97M-V/def2-TZVPD", "species": ["C", "C", "C", "O", "N", "C", "N", "O", "H", "H", "H", "H", "H", "H", "H", "H", "H", "H"], "coordinates": [[-1.539, 1.772, -0.186], [-0.611, 0.525, -0.143], [-1.253, -0.461, 0.862], [-2.784, -0.478, -0.704], [0.824, 0.739, 0.108], [1.623, -0.424, -0.024], [2.932, -0.345, 0.435], [1.185, -1.478, -0.563], [-1.457, 2.230, 0.829], [-1.432, 2.681, -0.804], [-2.536, 1.181, -0.278], [-0.494, -0.097, -1.062], [-0.865, -1.403, 0.954], [-1.754, -0.160, 1.776], [-2.071, -0.884, 0.046], [0.927, 1.475, 0.817], [3.500, -1.142, 0.417], [3.369, 0.532, 0.598]], "lumo_energy_ev": -1.542, "homo_energy_ev": -9.7, "max_force_ha_per_bohr": 0.0736}

***

[3]
{"formula": "C5H10NO2", "method": "wB97M-V/def2-TZVPD", "species": ["O", "C", "O", "C", "H", "H", "H", "C", "C", "N", "C", "H", "H", "H", "H", "H", "H", "H"], "coordinates": [[0.112, 0.371, 1.483], [-0.608, 1.260, 0.931], [-1.149, 1.165, -0.212], [-0.693, 2.552, 1.744], [-0.205, 3.361, 1.162], [-1.740, 2.930, 1.878], [-0.169, 2.438, 2.720], [2.297, -0.745, -0.497], [1.245, -1.509, -0.978], [-0.021, -1.561, -0.393], [-1.206, -1.603, -1.247], [2.200, -0.193, 0.405], [3.219, -0.578, -1.107], [1.469, -2.116, -1.863], [-0.151, -0.830, 0.344], [-1.341, -0.689, -1.891], [-1.146, -2.498, -1.859], [-2.113, -1.754, -0.620]], "lumo_energy_ev": [0.403, -3.084], "homo_energy_ev": [-8.5, -8.5], "s_squared": 0.7824, "spin_multiplicity": 2, "max_force_ha_per_bohr": 0.0675}

***

[4]
{"formula": "C5H6N2S2", "method": "wB97M-V/def2-TZVPD", "species": ["C", "C", "C", "C", "C", "N", "N", "S", "S", "H", "H", "H", "H", "H", "H"], "coordinates": [[-1.127, -0.955, 0.418], [-0.473, -2.115, 0.275], [-0.364, 1.494, 0.409], [-0.567, 0.229, -0.337], [0.889, -0.296, -0.927], [-1.289, 2.227, 0.793], [1.954, 0.383, -0.216], [1.023, -2.111, -0.626], [1.445, 1.735, 0.656], [-2.192, -0.829, 0.830], [-0.834, -3.056, 0.569], [-1.076, 0.529, -1.277], [1.015, -0.256, -2.100], [-1.137, 3.080, 1.313], [2.734, -0.058, 0.219]], "smiles": "[H]/N=C1\\SN[C@H]2SC=C[C@@H]12", "lumo_energy_ev": 0.667, "homo_energy_ev": -8.0, "max_force_ha_per_bohr": 0.0657}

***

[5]
{"formula": "C50H51N7O2Sc", "method": "wB97M-V/def2-TZVPD", "species": ["Sc", "C", "C", "C", "C", "C", "N", "C", "C", "C", "N", "C", "C", "C", "C", "C", "C", "C", "C", "N", "C", "C", "C", "N", "C", "C", "C", "C", "O", "C", "O", "H", "H", "H", "H", "H", "H", "H", "H", "H", "H", "H", "H", "H", "H", "H", "H", "H", "H", "H", "H", "H", "H", "H", "H", "H", "H", "H", "H", "N", "C", "C", "C", "C", "C", "C", "C", "C", "C", "C", "C", "C", "H", "H", "H", "H", "H", "H", "H", "H", "H", "H", "C", "C", "N", "H", "H", "H", "C", "C", "C", "C", "C", "C", "N", "C", "C", "C", "C", "C", "C", "H", "H", "H", "H", "H", "H", "H", "H", "H", "H"], "coordinates": [[0.119, -0.128, -0.981], [-6.706, -0.032, -1.039], [-5.315, -0.571, -0.869], [-4.853, -1.658, -1.541], [-3.525, -2.144, -1.347], [-3.190, -3.316, -2.040], [-2.304, -4.237, -1.728], [-1.727, -4.480, -0.408], [-0.209, -4.555, -0.415], [0.325, -4.936, 0.957], [0.117, -3.861, 1.922], [0.284, -4.001, 3.221], [0.255, -2.960, 4.150], [0.414, -3.253, 5.534], [0.454, -2.271, 6.473], [0.611, -2.549, 7.942], [0.372, -0.929, 6.012], [0.247, -0.565, 4.697], [0.273, 0.870, 4.381], [0.425, 1.375, 3.229], [0.497, 2.829, 3.116], [-0.001, 3.330, 1.762], [-1.498, 3.060, 1.479], [-0.828, 0.734, 0.758], [-2.252, 0.584, 1.030], [-3.095, -0.286, 0.160], [-4.404, 0.085, -0.005], [-2.580, -1.401, -0.566], [-1.323, -1.693, -0.613], [0.124, -1.597, 3.687], [-0.082, -1.342, 2.473], [-7.308, -0.683, -1.672], [-6.682, 0.958, -1.499], [-7.211, 0.067, -0.077], [-5.509, -2.201, -2.214], [-3.758, -3.541, -2.939], [-2.215, -5.000, -2.383], [-2.137, -5.436, -0.067], [-2.081, -3.706, 0.264], [0.203, -3.598, -0.740], [0.125, -5.314, -1.127], [1.391, -5.163, 0.884], [-0.176, -5.838, 1.323], [-0.115, -2.899, 1.635], [0.479, -5.012, 3.573], [0.501, -4.293, 5.834], [0.599, -3.619, 8.141], [-0.195, -2.091, 8.518], [1.552, -2.147, 8.322], [0.434, -0.137, 6.753], [0.187, 1.522, 5.262], [1.546, 3.120, 3.226], [-0.062, 3.310, 3.930], [0.622, 2.912, 0.966], [0.172, 4.408, 1.737], [-1.608, 4.654, 0.072], [-1.982, 2.781, 2.423], [-2.502, 0.564, 2.087], [-4.746, 0.968, 0.527], [1.765, -0.853, 0.471], [2.950, -1.290, -0.210], [3.349, -2.610, -0.050], [4.448, -3.108, -0.733], [5.162, -2.264, -1.571], [4.763, -0.944, -1.718], [3.649, -0.423, -1.057], [3.225, 0.990, -1.276], [4.220, 1.965, -1.369], [3.886, 3.285, -1.626], [2.552, 3.626, -1.796], [1.571, 2.648, -1.692], [1.854, 1.299, -1.424], [1.456, -1.535, 1.156], [1.922, 0.002, 1.006], [2.796, -3.249, 0.632], [4.753, -4.137, -0.596], [6.031, -2.630, -2.103], [5.317, -0.290, -2.381], [5.260, 1.698, -1.220], [4.661, 4.039, -1.688], [2.278, 4.654, -2.003], [0.537, 2.951, -1.825], [2.674, -2.049, -4.512], [1.742, -1.847, -3.418], [1.016, -1.649, -2.555], [2.257, -1.617, -5.421], [2.858, -3.112, -4.656], [3.609, -1.551, -4.260], [-3.608, 4.198, 0.603], [-3.988, 3.528, -0.488], [-3.100, 2.781, -1.364], [-2.019, 2.068, -0.962], [-1.707, 1.888, 0.510], [-2.163, 4.338, 0.965], [-1.297, 1.199, -1.750], [-1.401, 1.189, -3.153], [-1.317, 2.348, -3.936], [-1.298, 2.260, -5.315], [-1.359, 1.024, -5.953], [-1.451, -0.127, -5.189], [-1.484, -0.045, -3.802], [-4.348, 4.712, 1.205], [-5.037, 3.547, -0.773], [-3.393, 2.697, -2.404], [-0.305, 0.800, 1.644], [-2.031, 5.115, 1.720], [-1.254, 3.312, -3.448], [-1.227, 3.165, -5.905], [-1.346, 0.967, -7.034], [-1.520, -1.094, -5.673], [-1.596, -0.945, -3.205]], "lumo_energy_ev": -2.953, "charge": 1, "homo_energy_ev": -8.7, "max_force_ha_per_bohr": 0.0141}